No. 1
{"formula": "C4H9NO4", "method": "wB97M-V/def2-TZVPD", "elements": ["O", "C", "C", "N", "C", "O", "H", "H", "H", "H", "H", "H", "H", "C", "O", "H", "O", "H"], "xyz": [[2.463, -0.539, -0.036], [1.445, -0.758, 0.920], [0.159, -1.087, 0.173], [-0.290, 0.039, -0.613], [0.309, -2.391, -0.587], [0.021, -2.540, -1.750], [3.271, -0.273, 0.408], [1.703, -1.589, 1.598], [1.270, 0.143, 1.530], [-0.594, -1.308, 0.954], [0.415, 0.295, -1.299], [0.670, -3.249, 0.025], [-1.283, -0.120, -0.899], [-2.282, 2.556, -0.288], [-3.393, 2.132, -0.100], [-1.985, 3.127, -1.185], [-1.336, 2.520, 0.702], [-0.563, 3.043, 0.447]], "homo_lumo_gap_ev": 9.6264, "smiles": "N[C@@H](C=O)CO.O=CO"}

No. 2
{"formula": "C4H9NO4S", "method": "wB97M-V/def2-TZVPD", "elements": ["C", "C", "C", "C", "N", "O", "O", "O", "O", "S", "H", "H", "H", "H", "H", "H", "H", "H", "H"], "xyz": [[-0.123, -0.708, 0.553], [0.091, 0.799, 0.099], [-0.027, 1.083, -1.397], [-1.265, -1.454, -0.137], [-0.257, 1.840, 0.950], [2.942, 0.025, -1.112], [3.023, 0.019, 1.362], [1.145, -1.335, 0.248], [-2.424, -1.622, 0.651], [2.230, 0.041, 0.158], [-0.254, -0.580, 1.649], [0.485, 0.264, -1.923], [0.568, 1.823, -1.767], [-1.075, 0.952, -1.613], [-0.899, -2.412, -0.506], [-1.536, -0.999, -1.119], [-0.443, 1.834, 1.911], [0.140, 2.766, 0.657], [-2.323, -2.335, 1.338]], "homo_lumo_gap_ev": 9.2636}

No. 3
{"formula": "C4H9NOS", "method": "wB97M-V/def2-TZVPD", "elements": ["O", "C", "C", "C", "C", "S", "N", "H", "H", "H", "H", "H", "H", "H", "H", "H"], "xyz": [[0.963, -0.225, 2.853], [1.625, 0.005, 1.863], [0.978, 0.349, 0.582], [-0.555, 0.045, 0.609], [-1.266, -0.570, -0.587], [-1.537, 0.394, -2.124], [1.731, -0.387, -0.500], [2.691, 0.096, 1.863], [1.362, 1.337, 0.298], [-1.089, 1.077, 0.922], [-0.888, -0.623, 1.420], [-0.549, -1.308, -0.883], [-2.219, -1.138, -0.456], [-2.254, 1.362, -1.321], [1.397, -0.165, -1.410], [1.633, -1.404, -0.586]], "homo_lumo_gap_ev": [2.5127, 7.8416], "total_charge": -1, "multiplicity": 2}

No. 4
{"formula": "C4H9NOS", "method": "wB97M-V/def2-TZVPD", "elements": ["C", "N", "C", "C", "S", "C", "O", "H", "H", "H", "H", "H", "H", "H", "H", "H"], "xyz": [[-2.107, -0.849, 0.082], [-0.943, -0.160, 0.657], [0.220, 0.003, -0.191], [1.474, -0.372, 0.596], [3.009, 0.166, -0.361], [0.198, 1.280, -1.029], [-0.428, 2.260, -0.741], [-2.431, -0.466, -0.893], [-2.882, -0.674, 0.836], [-2.001, -1.932, 0.072], [-1.323, 0.764, 0.869], [0.026, -0.723, -0.999], [1.491, -1.453, 0.727], [1.586, 0.051, 1.590], [3.265, 0.874, 0.731], [0.846, 1.230, -1.944]], "homo_lumo_gap_ev": 9.8419, "smiles": "CN[C@@H](C=O)CS"}